This record from the Open Molecules 2025 dataset describes an isolated molecule of C5H10O2S. The level of theory is wB97M-V/def2-TZVPD.

The geometry in XYZ format:
```
18
Properties=species:S:1:pos:R:3:nbo_charge:R:1
H 0.32019 1.69316 1.90899 0.174
O -1.00508 -0.29457 -1.26360 -0.542
H 2.17514 1.58873 1.84836 0.221
H 1.55878 -2.33744 -0.33747 0.219
H -2.36843 1.17832 -0.03957 0.189
C -0.01685 -0.54692 1.08347 -0.115
C -1.75139 0.99050 -1.08227 -0.296
H -0.85407 0.04825 1.39957 0.160
C 1.17093 1.17472 1.44236 -0.226
H -0.43331 -1.54320 1.47566 0.209
H -2.45065 0.93166 -1.90062 0.198
C 0.17848 -0.36507 -0.46458 0.110
H -0.08678 -2.20147 -1.24035 0.234
S 1.22096 1.14886 -0.33056 0.164
C 0.84985 -1.55364 -1.03287 -0.637
O 1.00510 -0.12279 1.85885 -0.500
H -0.93956 1.74593 -1.39424 0.210
H 1.42671 -1.53503 -1.93114 0.229
```

Properties
ΔE to the lowest compared entry with this formula, charge and spin: 3.350 eV
energy: -745.0683 Eh
HOMO-LUMO gap: 9.82 eV
SMILES: CO[C@]1(C)COCS1
E_LUMO: 0.8 eV

This record from the Open Molecules 2025 dataset describes a structure of composition C5H10O2Se. The level of theory is wB97M-V/def2-TZVPD.

The geometry in XYZ format:
```
18
Properties=species:S:1:pos:R:3:lowdin_spin:R:1
H 3.51618 0.69228 -0.06856 0.002
H -1.57438 1.71307 -0.54590 0.012
O -0.08280 -0.33764 0.47921 0.337
C 0.39293 0.08613 -0.58453 0.510
C -3.39057 -0.68702 -1.18030 0.577
C 2.83330 -1.24226 0.64648 0.010
H 2.22587 0.76815 1.17308 0.004
H 1.92798 -1.67432 1.06824 0.003
H -1.93485 1.86224 1.20271 0.000
H 3.63649 -1.32806 1.37375 0.003
H -3.28060 0.03970 -1.97033 0.039
C -2.30360 1.50088 0.24125 0.029
H 3.10099 -1.79569 -0.25129 0.000
O 1.64066 0.37791 -0.77867 0.101
C 2.60405 0.22089 0.30185 0.038
H -3.27461 1.93346 0.01674 0.004
H -3.53615 -1.71466 -1.47954 0.033
Se -2.50091 -0.41506 0.35582 0.297
```

Properties
ΔE to the lowest compared entry with this formula, charge and spin: 0.000 eV
spin multiplicity: 3
energy: -2748.2400 Eh
HOMO-LUMO gap (alpha / beta): 6.70 / 7.07 eV
E_LUMO (alpha / beta): 0.8 / -1.3 eV

This record from the Open Molecules 2025 dataset describes an isolated molecule of C5H10O3. The level of theory is wB97M-V/def2-TZVPD.

The geometry in XYZ format:
```
18
Properties=species:S:1:pos:R:3:nbo_charge:R:1
O -0.14975 -1.79212 -0.20658 -0.724
C 1.47460 1.57212 0.42769 -0.697
H 0.87856 0.46842 -1.40010 0.175
H 0.45319 2.27051 0.67853 0.233
C -1.46693 0.19201 0.05601 0.773
H 3.47087 -0.04508 -0.48870 0.202
H 2.44604 2.04351 0.54963 0.258
H 2.73329 -0.85807 0.87099 0.224
O -1.56357 1.29054 -0.71924 -0.692
C 1.21054 0.18733 -0.26521 -0.237
O -2.42959 -0.31569 0.58248 -0.582
H 1.93491 1.36419 1.52034 0.216
H -0.73422 1.56108 -1.36625 0.514
H -0.28149 -0.55440 1.39066 0.188
H -1.04902 -2.22154 -0.19373 0.506
H 1.98802 -1.60697 -0.92310 0.273
C -0.09040 -0.52729 0.28166 0.004
C 2.42271 -0.73807 -0.14876 -0.633
```

Properties
ΔE to the lowest compared entry with this formula, charge and spin: 4.437 eV
energy: -422.0935 Eh
HOMO-LUMO gap: 10.55 eV
SMILES: CC(C)[C@H](O)C(=O)O
E_LUMO: 0.5 eV

This record from the Open Molecules 2025 dataset describes a cluster of 2 separate species, C5H10O3S in total. The level of theory is wB97M-V/def2-TZVPD.

The geometry in XYZ format:
```
19
Properties=species:S:1:pos:R:3:nbo_charge:R:1
O -0.33849 -1.08824 -0.39735 -0.712
H 1.41909 0.44617 1.20581 0.254
C -2.92698 -0.27789 0.49435 0.695
S -2.90880 1.01513 -0.76458 -0.025
H -3.45731 -0.14110 2.49485 0.530
C 2.80596 -0.31530 -0.33881 -0.598
C -0.28403 -0.23823 0.60530 0.255
H 2.09456 1.53813 -1.20992 0.212
H -1.04853 -1.87105 -0.26905 0.534
H 2.43941 -1.26999 -0.21920 0.206
H 0.99295 0.17533 -1.61275 0.215
C 1.67579 0.61839 -0.80445 -0.436
H 3.71855 -0.36532 -1.08395 0.210
O -2.88033 -1.44610 0.24089 -0.645
H 0.30160 1.83490 0.68205 0.264
H -2.28437 0.25528 -1.67285 0.145
H 3.21251 0.07044 0.65182 0.198
C 0.72980 0.81558 0.35096 -0.584
O -3.26139 0.24387 1.64686 -0.716
```

Properties
ΔE to the lowest compared entry with this formula, charge and spin: 3.521 eV
energy: -820.2940 Eh
HOMO-LUMO gap: 8.70 eV
E_LUMO: 0.6 eV

This record from the Open Molecules 2025 dataset describes an isolated molecule of C5H10O5S. The level of theory is wB97M-V/def2-TZVPD.

The geometry in XYZ format:
```
21
Properties=species:S:1:pos:R:3:nbo_charge:R:1
C -3.09939 0.35539 0.28379 0.199
H 0.45597 0.72802 1.14147 0.184
S -4.58383 -0.19305 -0.04911 -0.096
H 0.16119 -0.53973 -2.04394 0.505
O -0.08101 -1.33228 -1.52208 -0.695
C 2.07772 -0.35494 0.40740 -0.095
H -2.62797 -2.28388 -0.27910 0.482
C -1.83715 -0.72227 0.52158 0.013
H -1.38657 -0.45108 1.44665 0.172
H 2.83982 0.99041 -0.48906 0.433
O 0.66284 0.97157 -1.02289 -0.729
H 2.12801 -1.28509 -0.25921 0.162
H 2.10809 -0.68679 1.51045 0.179
O -2.39835 -1.97266 0.60899 -0.705
H 1.42193 1.56944 -1.06874 0.466
C -0.22831 -1.04457 -0.23283 0.146
H -0.00004 -1.83895 0.39326 0.188
O -2.77188 1.62639 0.22583 -0.670
H -3.53318 2.30103 0.06916 0.512
O 3.15790 0.52119 0.27630 -0.670
C 0.64150 0.18897 0.15440 0.019
```

Properties
ΔE to the lowest compared entry with this formula, charge and spin: 0.485 eV
energy: -970.7857 Eh
HOMO-LUMO gap: 9.00 eV
SMILES: OC[C@@H](O)[C@H](O)[C@H](O)C(O)=S
E_LUMO: 0.2 eV

This record from the Open Molecules 2025 dataset describes an isolated molecule of C5H10OS. The level of theory is wB97M-V/def2-TZVPD.

The geometry in XYZ format:
```
17
Properties=species:S:1:pos:R:3:nbo_charge:R:1
O -2.81403 0.73927 1.51810 -0.526
C 0.47065 -0.24462 0.69785 -0.531
H 2.64146 -1.29459 -1.11918 0.210
C -2.26609 1.23156 0.57911 0.446
H 3.21186 -0.79266 0.40634 0.211
H -2.62165 0.04217 -1.13953 0.244
H -1.11604 1.05004 -1.22600 0.220
H 3.74260 0.16998 -1.04565 0.233
S 1.54143 0.75452 -0.36882 0.156
C -1.71894 0.39837 -0.58056 -0.516
H -2.33539 2.40954 0.43187 0.101
C 2.94906 -0.39411 -0.57250 -0.726
H 0.22357 0.34661 1.58562 0.226
H 1.03162 -1.14287 0.93181 0.227
H -1.43404 -1.15511 0.74925 0.222
H -0.68987 -1.42080 -0.83424 0.213
C -0.81619 -0.69731 -0.01345 -0.411
```

Properties
ΔE to the lowest compared entry with this formula, charge and spin: 0.815 eV
energy: -669.9065 Eh
HOMO-LUMO gap: 9.54 eV
SMILES: CSCCCC=O
E_LUMO: 0.9 eV